No. 1
This record from OMol25 describes a 2-piece molecular cluster, C26H21NO2S overall at a distorted geometry. The level of theory is ωB97M-V/def2-TZVPD.

Results
Energy ... -43719.8912 eV
HOMO level ... -7.2 eV
Frontier orbital gap ... 0.153 hartree

Geometry as XYZ:
```
51
C26H21NO2S (ωB97M-V/def2-TZVPD)
C 2.1858 1.8408 -0.4538
C 3.2168 0.9888 -0.9908
C 3.7600 -0.0695 -0.2296
C 4.8334 -0.8106 -0.7134
C 5.3905 -0.5117 -1.9633
C 4.8738 0.5487 -2.7197
C 3.7887 1.2767 -2.2491
C 1.2436 2.6214 -1.2272
C 0.6359 3.5913 -0.3482
C -0.2034 4.5724 -0.8460
C -0.4226 4.6371 -2.2269
C 0.1315 3.6725 -3.0808
C 0.9403 2.6466 -2.5833
C 1.1715 3.3896 0.9861
C 2.1299 2.3112 0.9183
C 2.9649 2.0760 2.0089
C 2.8319 2.8691 3.1539
C 1.8681 3.8843 3.2253
C 1.0166 4.1427 2.1410
H 3.3066 -0.3218 0.7253
H 5.2314 -1.6292 -0.1127
H 6.2370 -1.0932 -2.3400
H 5.3092 0.7893 -3.6889
H 3.3907 2.0964 -2.8405
H -0.6731 5.2570 -0.1400
H -1.0221 5.4506 -2.6404
H -0.0676 3.7238 -4.1464
H 1.3276 1.8605 -3.2290
H 3.7214 1.2996 1.9476
H 3.4934 2.6996 4.0005
H 1.7894 4.5017 4.1221
H 0.2375 4.9038 2.1631
C -4.0861 -5.7403 1.3086
C -3.2831 -4.4926 1.0748
C -3.4869 -3.7582 -0.0962
C -2.7384 -2.6124 -0.3788
C -1.8472 -2.1125 0.5849
S -1.2920 -0.3920 0.5368
N 0.0364 -0.2361 -0.2647
O -2.4081 0.1914 -0.1731
O -1.1041 -0.1285 1.9571
C -1.5739 -2.8862 1.7223
C -2.3322 -4.0299 1.9890
H -3.8065 -6.2245 2.2455
H -5.1532 -5.4934 1.3509
H -3.9543 -6.4656 0.4968
H -4.2703 -4.1000 -0.7791
H -2.8906 -2.1100 -1.3313
H 0.7760 -0.5696 0.3824
H -0.8068 -2.5836 2.4315
H -2.2074 -4.5699 2.9321
```

---

No. 2
This record from OMol25 describes C26H22BF4KN7 as an isolated structure. The level of theory is ωB97M-V/def2-TZVPD.

Results
Energy ... -65630.7641 eV
HOMO level ... -4.2 eV
Energy relative to the best compared isomer or geometry (same formula, charge and spin) ... 3.3 kcal/mol
Frontier orbital gap ... 0.230 hartree
Charge ... -1

Geometry as XYZ:
```
61
C26H22BF4KN7 (ωB97M-V/def2-TZVPD)
K 0.1833 0.6244 -1.2304
C -6.7209 -0.5598 1.1953
C -5.2191 -0.4929 1.1935
C -4.4346 -1.5610 1.6282
C -3.0586 -1.5194 1.5660
C -2.3423 -0.4036 1.0751
N -0.9762 -0.4149 0.9429
C -0.2633 -0.9015 1.9908
C -0.6284 -0.6955 3.3482
C 0.1598 -1.0962 4.4025
C 1.3826 -1.7437 4.2118
C 2.2661 -2.1285 5.3650
C 1.7505 -1.9867 2.8994
C 0.9569 -1.5969 1.8285
N 1.4028 -2.0205 0.5324
C 1.3545 -3.2839 0.0706
C 2.0559 -3.3236 -1.1124
C 2.5094 -2.0062 -1.2797
N 2.1180 -1.2227 -0.2840
C -3.1555 0.6772 0.6755
C -4.5440 0.6193 0.7183
N -2.5955 1.9296 0.2724
C -2.8192 3.1202 0.8644
C -2.2091 4.0829 0.0977
C -1.6315 3.3680 -0.9658
N -1.8766 2.0693 -0.8556
H -7.0909 -1.1536 2.0332
H -7.1095 -1.0128 0.2792
H -7.1615 0.4352 1.2757
H -4.9173 -2.4544 2.0124
H -2.4832 -2.3751 1.8993
H -1.5616 -0.1828 3.5471
H -0.1798 -0.8902 5.4132
H 1.6791 -2.3526 6.2578
H 2.9664 -1.3313 5.6305
H 2.8599 -3.0144 5.1323
H 2.6769 -2.5067 2.6770
H 0.8193 -4.0378 0.6220
H 2.2063 -4.1687 -1.7608
H 3.0937 -1.5897 -2.0849
H -5.0959 1.4842 0.3662
H -3.3828 3.1705 1.7805
H -2.1750 5.1425 0.2799
H -1.0451 3.7187 -1.7994
N 7.3405 0.6219 -5.0672
C 6.3327 0.7289 -4.5263
C 5.0719 0.8591 -3.8382
C 5.0328 1.3693 -2.5454
C 3.7964 1.4606 -1.9284
N 2.6554 1.0999 -2.5069
C 2.7062 0.6189 -3.7454
C 3.8914 0.4741 -4.4543
H 5.9342 1.6782 -2.0365
H 3.7251 1.8332 -0.9132
H 1.7625 0.3498 -4.1986
H 3.8822 0.0844 -5.4616
F -0.3651 1.1696 -3.9454
B 0.0148 2.4953 -4.3126
F 1.0275 2.4291 -5.2830
F -1.0883 3.1826 -4.7988
F 0.5155 3.1304 -3.1505
```

---

No. 3
This record from OMol25 describes C26H22BrN3O2OsS5Se as an isolated structure. The level of theory is ωB97M-V/def2-TZVPD.

Results
Expectation value of S² ... 6.026
Energy ... -227916.0134 eV
HOMO level (alpha / beta) ... -8.3 / -8.5 eV
Multiplicity ... 5
Energy relative to the best compared isomer or geometry (same formula, charge and spin) ... 4.6 kcal/mol
Frontier orbital gap (alpha / beta) ... 0.272 / 0.201 hartree

Geometry as XYZ:
```
61
C26H22BrN3O2OsS5Se (ωB97M-V/def2-TZVPD)
Os -0.5324 -0.4948 -0.5648
C 2.0237 3.1190 0.9904
C 1.2954 2.5931 2.2250
S 0.2191 1.1289 1.9815
C 1.1476 -0.2046 2.7902
C 2.4697 -0.5564 2.1366
S 2.2852 -1.2850 0.4692
C 3.5119 -0.3254 -0.4806
C 3.1080 1.1162 -0.7682
S 3.5801 2.2735 0.5690
H 2.3259 4.1500 1.1784
H 1.3775 3.0990 0.1145
H 0.6079 3.3649 2.5750
H 1.9897 2.3580 3.0314
H 0.4546 -1.0463 2.7746
H 1.3158 0.0972 3.8249
H 2.9853 -1.2987 2.7484
H 3.1021 0.3185 2.0300
H 3.5923 -0.8719 -1.4208
H 4.4688 -0.3839 0.0388
H 2.0316 1.1833 -0.9138
H 3.6071 1.4636 -1.6738
S -0.6728 1.6947 -1.2637
C -2.0375 2.3568 -0.3948
C -2.2608 3.7286 -0.4364
C -3.3782 4.2754 0.1756
C -3.5960 5.6859 0.1264
N -3.7509 6.8231 0.0699
C -4.2951 3.4332 0.8343
C -4.0571 2.0697 0.8923
C -2.9280 1.5193 0.2876
S -2.6637 -0.1933 0.3944
C -5.4759 3.9774 1.4270
N -6.4366 4.3960 1.8978
H -1.5599 4.3727 -0.9512
H -4.7467 1.4144 1.4072
Se 0.4260 -1.3928 -2.6067
C 1.5261 -0.1455 -3.5975
C 2.8122 -0.5144 -3.9736
C 3.5842 0.3965 -4.6802
N 3.1552 1.6055 -5.0237
C 1.9111 1.9355 -4.6976
C 1.0546 1.0977 -3.9971
H 3.2043 -1.4917 -3.7214
H 4.5953 0.1497 -4.9853
H 1.5816 2.9202 -5.0109
H 0.0467 1.4083 -3.7724
Br -1.9763 -2.8747 3.3292
C -1.8304 -4.4119 2.2294
C -2.2171 -5.6098 2.8130
C -2.1332 -6.7889 2.0938
C -1.6556 -6.7780 0.7938
C -1.3083 -5.5799 0.2004
C -1.3885 -4.3764 0.8990
C -1.0718 -3.1284 0.1267
O -1.3971 -3.0416 -1.0591
O -0.4532 -2.1608 0.7172
H -2.5888 -5.6067 3.8279
H -2.4489 -7.7144 2.5565
H -1.5696 -7.7039 0.2417
H -0.9668 -5.5455 -0.8255
```

---

No. 4
This record from OMol25 describes C26H22ClErN3O5SSe as an isolated structure at a distorted geometry. The level of theory is ωB97M-V/def2-TZVPD.

Results
Expectation value of S² ... 3.752
Energy ... -158356.7737 eV
HOMO level (alpha / beta) ... -5.7 / -5.7 eV
Multiplicity ... 4
Energy relative to the best compared isomer or geometry (same formula, charge and spin) ... 17.5 kcal/mol
Frontier orbital gap (alpha / beta) ... 0.265 / 0.265 hartree
Charge ... -1

Geometry as XYZ:
```
60
C26H22ClErN3O5SSe (ωB97M-V/def2-TZVPD)
Er 11.0509 8.9204 13.3800
Cl 10.8673 8.8738 5.6877
C 10.6934 8.5947 7.3790
C 9.4163 8.4553 7.8902
C 9.2412 8.3945 9.2659
C 10.3207 8.4483 10.2305
O 10.1183 8.5635 11.5141
C 11.6001 8.6092 9.6676
C 12.8097 8.7538 10.4814
N 13.0276 8.5683 11.7368
C 14.3953 8.6911 12.1945
C 15.4770 8.4840 11.4638
C 16.8254 8.6010 11.9745
C 16.9517 8.8138 13.2764
C 15.7777 9.0631 14.1223
C 15.8752 9.3861 15.5259
C 14.7680 9.6228 16.2904
C 13.5260 9.5793 15.6025
N 13.4088 9.3082 14.3169
C 14.5325 9.0311 13.5869
C 11.7617 8.7030 8.2801
H 8.5401 8.2726 7.1649
H 8.2533 8.2422 9.6485
H 13.6632 9.0120 9.8825
H 15.3657 8.1359 10.4298
H 17.6429 8.4115 11.2829
H 17.9499 8.9468 13.6937
H 16.8311 9.4275 15.9588
H 14.7336 9.8066 17.3869
H 12.5614 9.7687 16.0686
H 12.7416 8.8218 7.8411
C 7.1767 6.1909 11.5854
C 6.5761 7.2636 12.5666
C 6.8966 8.6205 12.5048
C 6.4901 9.5742 13.4611
C 6.9905 10.9760 13.4577
C 5.5841 9.0818 14.4032
C 5.1130 7.7421 14.3515
C 4.1633 7.3130 15.4140
C 5.6896 6.8725 13.5007
H 6.6423 6.0481 10.6386
H 7.1498 5.1308 11.9875
H 8.2248 6.4567 11.3508
H 7.4572 8.8920 11.6606
H 8.0878 10.9952 13.6193
H 6.4369 11.5700 14.2184
H 6.9401 11.4095 12.4514
H 5.3065 9.7535 15.2825
H 4.7066 6.9700 16.2474
H 3.6829 6.4013 15.1037
H 3.4687 8.1313 15.7602
H 5.5432 5.7827 13.6218
S 13.4953 12.6910 11.2750
C 12.3146 11.7658 12.0585
N 11.5334 11.0478 12.5343
O 8.1058 7.3223 15.6258
Se 9.6773 7.6745 15.6917
O 9.8638 9.2962 15.1855
O 10.3610 7.4884 17.1258
O 10.6032 7.0530 14.4459
```